This record from the Open Molecules 2025 dataset describes a structure of composition C6H9NO at a distorted geometry. The level of theory is ωB97M-V with the def2-TZVPD basis set.

Geometry (Å):
H1 -1.4306 2.0694 1.2958
C1 -0.7257 -0.9590 0.2924
H2 -1.3371 -1.6277 0.8554
C2 -1.4213 -0.0362 -0.6845
C3 1.1928 -0.2049 -1.1381
H3 1.2444 1.7549 0.2711
H4 0.8693 -0.1360 -2.2233
H5 -1.0624 0.1930 -1.7423
H6 0.9039 -0.0311 1.9206
H7 2.2361 0.1454 -1.1960
C4 -0.6433 0.6414 0.4627
N1 1.4351 -0.2872 0.9604
O1 -1.3774 1.2085 1.6177
C5 0.7888 -1.2084 0.0214
H8 -2.5841 0.0628 -0.8857
C6 0.8171 0.7138 0.0796
H9 1.0945 -2.2987 0.0929

## Properties
calculated total energy: -363.84105 a.u.
LUMO: 0.9 eV
HOMO-LUMO gap: 9.866 eV
relative energy (zero: lowest compared OMol25 entry of this formula, charge and spin): 481.0 kJ/mol